[1]
68
Properties=species:S:1:pos:R:3 method="wB97M-V/def2-TZVPD" lumo_ev="-11.47 / -11.47" spin_multiplicity=1 charge=+3 de_lowest_kcal_mol=0.00 fmax_ha_per_bohr=0.161
P 1.292 3.091 0.334
H -3.521 -2.249 -2.039
C -2.163 -3.131 1.351
C -3.323 2.960 0.316
H -1.209 -4.931 1.522
C 0.575 4.313 1.424
P 1.405 -0.786 2.089
H 0.799 5.330 1.079
C 1.404 -2.601 2.391
H 3.286 -0.984 -3.634
Lu -1.011 -1.553 -1.283
C 2.868 -0.379 3.136
H 2.470 0.468 -2.967
H 3.494 -1.271 3.275
H 3.344 1.842 0.100
H 0.091 3.883 -1.570
H 1.052 -2.800 3.411
H -2.316 1.260 1.244
H 1.193 2.544 -1.983
H 2.931 -0.498 -0.238
H 3.947 -1.605 -1.230
C 2.321 -0.563 -3.319
H 3.087 2.369 1.789
C -2.861 -1.486 -2.471
H -3.556 -1.517 1.265
C 2.971 -1.481 -0.736
H -1.784 1.643 -3.021
C -1.841 1.451 -0.859
C 1.084 3.462 -1.392
H 3.657 3.536 0.559
H 1.847 4.183 -1.709
H 1.658 -3.998 -1.761
H 0.288 0.668 3.685
H 3.476 0.397 2.654
H 2.427 -2.984 2.285
H 2.538 -0.012 4.117
C 1.764 -3.289 -2.593
H 0.965 4.174 2.443
H -3.333 -0.503 -2.566
H -0.890 -0.271 2.725
H 0.489 1.953 0.542
C -1.803 -1.834 -3.332
H 0.005 -1.057 4.066
H 0.970 -3.491 -3.326
H 0.752 -3.121 1.678
C -3.039 3.162 -2.080
O -1.504 -2.815 0.291
C -3.569 3.643 -0.878
H -1.611 -2.878 -3.607
H -4.049 -2.893 2.285
H 1.631 -0.547 -4.172
H 2.744 -3.417 -3.068
C 0.069 -0.319 3.256
H -3.765 3.318 1.248
C -2.508 1.832 0.329
H -0.516 4.163 1.441
H -1.453 -1.113 -4.078
N -1.879 -4.291 1.940
C -3.196 -2.278 1.965
C 2.992 2.671 0.735
O -0.832 0.561 -0.749
H -3.281 3.664 -3.020
H 2.841 -2.262 0.028
P 1.634 -1.575 -1.975
C -2.199 2.050 -2.095
H -2.383 -4.565 2.774
H -4.182 4.547 -0.882
H -2.787 -1.789 2.863

***

[2]
85
Properties=species:S:1:pos:R:3 method="wB97M-V/def2-TZVPD" lumo_ev=1.15 spin_multiplicity=1 charge=-1 fmax_ha_per_bohr=0.088
H -2.551 8.471 -4.017
N -4.698 4.013 0.171
H 2.573 -1.680 0.137
O -3.755 -5.622 0.548
N -4.038 7.170 -3.289
H 6.249 -0.813 -7.101
C -1.514 1.767 4.062
H 4.894 -1.759 0.798
O 0.448 -3.245 8.332
C -3.399 7.914 -4.407
C -0.374 -2.976 -0.552
N 0.675 -2.103 8.688
H 5.644 -0.403 -0.725
O 5.368 -2.342 0.170
H -3.447 4.598 -1.401
H -4.927 -6.975 2.140
O 0.076 -1.385 -2.610
H -0.613 -3.193 0.551
O -3.177 -4.310 2.178
H 0.203 2.644 0.869
C -0.542 1.550 -1.144
N 1.201 -3.332 -3.671
O 0.491 2.580 4.881
O 6.355 -0.025 -4.633
H 6.609 -1.830 -1.420
H -1.775 -4.227 -1.306
H -2.644 -2.537 0.682
H -4.129 5.945 -0.442
H -3.757 -6.511 3.414
H -1.511 1.151 3.163
C 1.035 -1.126 7.626
H -4.147 8.588 -4.821
H 4.255 -2.946 -2.097
C 5.608 -1.503 -0.994
H -0.620 -1.070 1.444
C 2.182 -1.831 -0.931
H 0.203 -1.077 6.927
O -5.010 6.492 -3.565
H 2.297 -2.951 -1.083
O -4.709 4.423 1.320
H 3.545 -0.019 -1.327
H -1.525 1.133 -1.628
N -0.199 1.589 4.730
H 2.719 -0.734 -2.843
C -4.333 4.983 -0.898
H 1.009 0.699 -2.361
H 0.309 -3.845 -0.837
O 0.631 -1.694 9.836
C -4.477 -6.147 2.683
N 5.362 -0.137 -5.333
O 4.230 -0.332 -4.937
C 5.561 -0.024 -6.802
C 0.587 -2.444 -3.224
H -3.075 7.182 -5.145
O 0.092 0.459 5.077
H 1.208 -0.156 8.086
H 0.916 -2.004 1.537
C 4.507 -1.845 -2.098
C 0.834 0.585 -1.236
H -2.284 1.444 4.761
H -5.177 5.050 -1.580
N -3.740 -5.287 1.719
H -1.774 2.620 0.535
C -0.697 2.403 0.254
N -1.717 -3.204 -1.224
C 1.180 0.122 1.710
H -3.691 -3.527 -0.532
O -4.957 2.878 -0.183
H 5.978 0.961 -7.002
H 1.938 -1.488 7.139
H -1.020 -0.738 -0.755
H 4.914 -1.488 -3.108
H -5.242 -5.532 3.154
H -1.639 2.817 3.809
C -2.856 -2.762 -0.400
O -0.305 3.024 -1.138
H -3.283 -1.800 -0.851
H 2.769 1.758 2.259
H 1.669 1.085 -0.718
O -3.544 7.292 -2.181
C 0.458 -1.072 1.057
C 3.174 -0.962 -1.824
H 4.600 -0.144 -7.296
C 1.963 0.998 2.079
P 0.353 -1.231 -0.856

***

[3]
69
Properties=species:S:1:pos:R:3 method="wB97M-V/def2-TZVPD" lumo_ev="-13.18 / -14.12" spin_multiplicity=1 charge=+4 de_lowest_kcal_mol=11.74 fmax_ha_per_bohr=0.038
H -1.114 -4.670 4.606
C -0.471 -6.433 3.529
H 0.539 -1.211 2.730
H 0.524 -6.444 0.253
H -3.535 1.789 1.608
C 3.131 0.572 2.299
H -4.442 1.698 -1.494
H 2.134 2.102 -2.844
H 2.395 -0.020 2.863
H 3.068 1.621 2.629
H 4.951 1.480 0.188
H -0.797 -3.140 2.690
H 0.197 -7.984 2.196
C -0.359 0.699 2.999
H 2.787 -1.920 0.278
H -0.178 -1.965 0.551
P 0.407 0.410 -2.887
C 0.158 3.745 -0.482
H -0.611 -7.109 4.386
Se 0.240 -3.348 -0.057
C 0.412 -1.366 -3.269
H 1.155 5.698 -0.207
H -1.270 1.294 3.023
H -3.172 -0.909 -2.109
C 3.940 1.712 -0.166
H 4.153 0.195 2.478
C -0.572 -4.198 2.578
O -0.920 3.393 0.063
H -0.582 1.067 -4.900
H 0.561 1.193 3.311
C -3.342 -0.909 -1.023
H 1.946 1.246 -4.439
H 3.926 1.697 -1.258
H 0.520 5.419 -1.840
N -0.967 5.848 -0.412
C -0.013 -6.919 2.292
H -1.865 0.743 -3.659
Sn 0.182 0.533 -0.371
H 3.648 2.713 0.163
C 1.994 1.131 -3.345
H -4.424 -0.952 -0.819
C -0.385 -0.601 2.724
C -0.752 -5.067 3.657
H 1.247 -1.866 -2.751
H -2.856 -1.792 -0.584
H -2.851 2.141 -2.162
C 3.469 -1.106 0.004
O 1.074 2.932 -0.816
H -4.533 0.350 1.225
C -3.504 0.731 1.316
C -3.404 1.946 -1.238
C 0.174 -6.050 1.206
H 0.530 -1.423 -4.361
C -0.888 1.213 -3.853
H 3.617 -1.116 -1.082
C -0.079 -4.666 1.355
P -2.633 0.606 -0.286
H -0.833 6.678 0.184
H -1.425 6.187 -1.271
H -1.513 5.095 0.066
H -2.963 0.173 2.091
H -0.929 2.287 -3.604
H -1.329 -1.119 2.483
P 2.769 0.498 0.505
H 4.435 -1.245 0.506
H -0.536 -1.830 -2.953
H 2.816 0.452 -3.083
C 0.335 5.238 -0.782
H -3.390 2.853 -0.627

***

[4]
67
Properties=species:S:1:pos:R:3 method="wB97M-V/def2-TZVPD" lumo_ev=2.84 spin_multiplicity=1 charge=-1 de_lowest_kcal_mol=0.00 fmax_ha_per_bohr=0.109
C -7.220 1.445 -2.562
C -3.704 2.749 -2.273
O -1.945 1.308 0.113
H -0.812 -6.130 2.616
H -0.933 -6.248 4.359
H -2.769 4.699 -2.436
H 9.252 1.796 -0.902
C 1.480 1.462 1.270
H 8.097 0.492 -1.070
H -2.034 -4.048 4.499
H -3.425 -6.217 4.220
H 0.525 -3.575 0.062
H -4.749 1.854 -3.923
C 8.821 0.789 0.938
H -1.436 -4.899 0.811
C 4.962 0.944 -1.931
H -7.762 1.407 -3.510
H -4.177 4.670 -1.359
C -1.459 -4.313 3.606
H 4.241 1.762 -1.977
H 8.008 0.263 1.441
N 2.390 0.793 1.493
H 7.600 3.199 0.271
H -7.735 3.474 -2.110
H 5.833 1.218 -2.530
C -2.056 -3.569 2.409
H -2.018 -2.496 2.617
H -6.492 3.545 -4.237
C -1.424 -5.835 3.472
H 4.444 0.325 0.051
H -7.871 1.037 -1.787
H -3.118 -3.819 2.317
H 5.222 2.650 0.251
C 5.341 0.636 -0.485
C 8.388 1.324 -0.424
S -0.989 1.163 1.181
C -2.810 -6.462 3.351
C -5.946 3.532 -3.286
H -5.790 4.581 -3.018
H -2.652 3.961 -0.834
H -6.349 0.793 -2.636
C -3.307 4.101 -1.695
H 7.081 2.760 -1.338
H -2.796 2.208 -2.545
H 0.692 -3.937 1.779
C 0.090 -3.392 1.048
H 4.505 0.068 -2.396
H 9.159 1.601 1.585
H 0.170 -2.326 1.259
H 6.026 -0.217 -0.458
C -4.592 2.857 -3.513
H -6.324 2.898 -1.249
H -2.731 -7.550 3.292
C -6.824 2.878 -2.220
H -0.443 -3.953 3.788
O 0.432 1.962 0.675
C 5.948 1.831 0.248
H 9.647 0.084 0.823
C 7.262 2.354 -0.338
H 6.098 1.561 1.297
H -3.329 -6.121 2.454
O -0.726 -0.221 1.499
C -1.368 -3.836 1.072
H -1.910 -3.294 0.293
H -4.194 2.151 -1.502
H -4.054 3.415 -4.288
O -1.439 1.858 2.371

***

[5]
68
Properties=species:S:1:pos:R:3 method="wB97M-V/def2-TZVPD" lumo_ev=-14.52 spin_multiplicity=1 charge=+4 de_lowest_kcal_mol=0.00 fmax_ha_per_bohr=0.050
H 3.734 1.447 1.965
H 2.028 -0.140 2.859
C 3.405 1.531 0.920
H -3.854 0.683 1.582
H -2.878 2.527 1.814
H -1.043 1.367 4.084
C 1.708 -3.833 -0.822
H -3.229 -0.969 1.492
H 0.705 5.009 -1.043
C -0.334 -3.618 0.586
H 1.139 5.031 -2.776
C -1.080 -2.712 -2.872
H -0.468 4.426 -2.272
H -2.090 -2.954 -2.543
H 4.809 -0.375 -0.118
H 0.311 3.390 3.313
H -1.565 -0.690 -3.584
H -0.190 -0.033 3.361
C -3.692 -0.812 -1.795
C 1.209 3.115 -1.867
Zr -0.154 0.452 -0.662
H 2.277 -3.400 -1.650
C 0.745 2.817 2.479
H 1.549 -6.255 1.563
H 1.585 2.225 2.861
H -1.762 3.640 2.649
H -1.927 0.217 3.024
H -3.573 -0.397 -2.796
H 3.063 -5.382 -0.269
H -4.504 1.717 -1.264
H -0.558 -3.573 -3.351
H 2.808 2.442 0.816
C 0.463 -3.280 -0.504
C -0.968 0.725 3.191
H -1.820 3.625 0.873
H -3.265 2.615 -0.360
H -0.517 -5.089 2.164
S -0.072 -1.988 -1.512
C -3.718 -0.175 0.922
C 1.293 -5.345 1.028
H -1.278 -3.093 0.698
H 2.928 2.035 -1.896
C 0.090 -4.702 1.356
H -4.700 -0.533 0.598
C 2.281 -0.838 2.050
O 0.503 2.090 -1.575
C 0.599 4.461 -2.001
N 2.526 2.971 -2.000
C -0.744 -1.378 -3.419
H 1.507 -1.618 1.996
H -4.741 -0.807 -1.480
C -3.431 1.836 -1.103
P 2.450 0.029 0.428
C 3.861 -0.927 -0.259
H 3.711 -1.100 -1.328
H -1.516 -1.103 -0.691
H 3.128 3.765 -2.234
H 4.293 1.638 0.282
C 2.103 -4.910 -0.030
H -3.337 -1.837 -1.809
H 1.119 3.532 1.735
H 3.961 -1.904 0.237
H -2.969 2.169 -2.040
H 0.051 -1.399 -4.160
H 3.248 -1.317 2.264
P -0.537 1.747 1.719
C -1.887 2.993 1.767
P -2.790 0.216 -0.589

***

[6]
68
Properties=species:S:1:pos:R:3 method="wB97M-V/def2-TZVPD" lumo_ev=-11.73 spin_multiplicity=1 charge=+3 fmax_ha_per_bohr=0.126
C 0.857 1.998 -5.193
H -0.389 -0.397 -3.098
H 0.870 -4.229 1.587
H -2.099 -0.772 -3.441
H -2.107 -3.305 1.109
P 0.034 -2.296 0.476
H -3.857 0.277 0.087
H -1.899 -3.261 -0.686
C -2.978 1.335 3.308
H -3.243 -1.422 4.058
C 3.090 -0.173 2.011
H -4.162 -0.188 -1.616
H -2.576 2.338 3.074
C -3.503 -0.344 -0.750
H 1.288 3.516 0.955
C -2.600 -1.479 3.157
H 2.522 -1.358 3.596
H 4.258 -0.962 3.490
H -1.163 0.547 5.292
H 0.474 4.131 -5.168
C 1.642 3.440 -3.469
Se 3.389 -0.191 -2.723
H 0.183 1.803 -6.021
C 4.344 0.236 1.299
C 0.968 3.291 -4.679
C -0.599 0.116 4.440
N 3.305 -0.885 3.126
H -2.406 2.588 -1.378
C -1.398 -3.428 0.279
P -1.830 0.202 -1.233
H 1.453 -0.092 -5.057
H -1.428 2.069 -2.768
C 1.065 -3.006 -0.860
H -0.972 -4.442 0.299
H -1.900 -2.329 3.252
C -1.316 -0.803 -2.671
C -0.370 2.402 0.038
H 1.150 -4.081 -0.643
H -1.486 2.275 0.080
H -0.274 -0.915 4.686
C 0.857 -3.163 1.870
C 2.410 1.167 -3.557
H 0.294 -3.041 2.811
H 2.062 -2.551 -0.876
C 0.352 2.965 1.166
P -1.651 0.109 2.903
Sc 0.014 0.567 0.889
H 3.192 2.620 -2.188
H -0.121 3.492 2.066
H -3.238 -1.646 2.271
C 1.547 0.916 -4.638
H 1.893 -2.814 2.003
H 4.759 1.122 1.820
H 1.520 4.344 -2.884
H -3.858 1.130 2.667
H -3.181 1.636 -2.650
H 2.428 -1.229 -3.108
H 4.111 0.461 0.247
C 2.471 2.441 -2.984
H -3.506 -1.396 -0.438
H 0.101 2.132 -0.939
C -2.245 1.771 -2.093
H 0.293 0.743 4.244
O 1.889 0.095 1.631
H 5.052 -0.618 1.383
H -3.254 1.264 4.378
H -1.123 -1.844 -2.397
H 0.596 -2.877 -1.842